Entry 1:
{
  "formula": "C15H14N4O",
  "method": "ωB97M-V with the def2-TZVPD basis set",
  "e_homo_ev": -8.219,
  "smiles": "CCOc1ccc2ccccc2c1/C=N/n1cncn1",
  "relative_energy_ev": 1.392,
  "homo_lumo_gap_ev": 8.20,
  "symbols": ["C", "C", "O", "C", "C", "C", "C", "C", "C", "C", "C", "C", "C", "H", "H", "H", "H", "H", "H", "C", "N", "N", "C", "N", "C", "N", "H", "H", "H", "H", "H", "H", "H", "H"],
  "positions_angstrom": [[2.993, 0.886, 0.854], [1.994, 2.029, 0.971], [0.943, 1.769, 1.880], [0.095, 0.718, 1.816], [-0.200, -0.133, 0.754], [-1.073, -1.253, 0.979], [-1.445, -2.145, -0.048], [-2.277, -3.207, 0.193], [-2.802, -3.430, 1.470], [-2.490, -2.567, 2.484], [-1.637, -1.469, 2.262], [-1.348, -0.554, 3.299], [-0.518, 0.496, 3.077], [-0.273, 1.197, 3.859], [-1.794, -0.707, 4.270], [-2.898, -2.708, 3.474], [-3.456, -4.271, 1.644], [-2.538, -3.876, -0.614], [-1.085, -1.997, -1.054], [0.299, 0.033, -0.597], [0.333, 1.167, -1.185], [0.788, 1.221, -2.448], [0.835, 2.339, -3.205], [1.328, 2.056, -4.383], [1.577, 0.731, -4.309], [1.266, 0.187, -3.160], [1.995, 0.169, -5.119], [0.505, 3.296, -2.861], [0.603, -0.865, -1.137], [1.591, 2.298, -0.013], [2.484, 2.907, 1.403], [3.848, 1.213, 0.269], [3.334, 0.585, 1.842], [2.550, 0.021, 0.364]]
}

---

Entry 2:
{
  "formula": "C25H40BBr2CsNO10",
  "method": "ωB97M-V with the def2-TZVPD basis set",
  "e_homo_ev": -6.535,
  "charge": 1,
  "homo_lumo_gap_ev": 1.91,
  "symbols": ["C", "C", "C", "C", "C", "N", "C", "O", "C", "C", "B", "C", "O", "C", "C", "C", "C", "Br", "C", "C", "Br", "C", "C", "O", "H", "H", "H", "H", "H", "H", "H", "H", "H", "H", "H", "H", "H", "H", "H", "H", "H", "H", "O", "H", "H", "H", "C", "O", "H", "H", "H", "H", "C", "C", "O", "C", "H", "H", "H", "H", "H", "H", "O", "C", "O", "C", "C", "C", "H", "H", "H", "H", "H", "H", "O", "H", "H", "O", "H", "Cs"],
  "positions_angstrom": [[2.208, 2.942, -2.631], [1.883, 1.843, -2.285], [1.595, 0.501, -1.849], [2.757, -0.424, -2.334], [2.235, -1.663, -3.002], [1.678, -2.663, -2.028], [0.361, -2.596, -1.591], [-0.596, -2.365, -2.274], [0.410, -2.955, -0.112], [-0.580, -2.956, 0.860], [-2.069, -2.472, 0.572], [-2.355, -1.101, -0.130], [-3.091, -3.279, 1.003], [-0.192, -3.402, 2.109], [1.094, -3.784, 2.403], [2.082, -3.759, 1.434], [3.460, -4.169, 1.869], [4.726, -2.660, 1.460], [3.987, -5.550, 1.303], [2.995, -6.297, 0.442], [5.734, -5.431, 0.386], [1.694, -3.337, 0.172], [2.522, -3.214, -1.089], [3.652, -3.573, -1.286], [2.412, 3.889, -3.035], [1.502, 0.494, -0.765], [0.650, 0.187, -2.284], [3.410, -0.623, -1.484], [3.321, 0.089, -3.107], [3.023, -2.139, -3.564], [1.428, -1.403, -3.667], [-1.453, -0.618, -0.488], [-2.846, -0.393, 0.540], [-2.989, -1.266, -0.997], [-3.724, -2.776, 1.526], [-0.935, -3.444, 2.893], [1.336, -4.093, 3.410], [3.431, -4.216, 2.966], [4.190, -6.167, 2.168], [2.206, -6.715, 1.056], [3.519, -7.148, 0.019], [2.615, -5.727, -0.391], [3.225, 5.837, -1.834], [3.940, 6.483, -1.645], [2.577, 6.192, -2.483], [2.779, 5.519, -1.015], [9.124, -7.386, 0.654], [8.952, -7.632, -0.735], [10.159, -7.596, 0.908], [8.900, -6.339, 0.887], [8.470, -8.040, 1.238], [8.036, -7.449, -0.960], [-4.394, 3.793, 2.435], [-4.182, 2.605, 1.536], [-3.098, 2.075, 1.407], [-5.395, 2.100, 0.796], [-3.451, 4.066, 2.907], [-4.755, 4.636, 1.845], [-5.118, 3.553, 3.211], [-5.795, 2.887, 0.154], [-6.165, 1.795, 1.507], [-5.118, 1.245, 0.183], [-7.184, 5.114, -0.577], [-6.449, 6.052, -0.529], [-5.162, 5.945, -0.099], [-4.553, 7.246, -0.045], [-5.368, 8.111, -0.998], [-6.760, 7.495, -0.871], [-4.599, 7.607, 0.985], [-3.510, 7.161, -0.344], [-5.326, 9.171, -0.756], [-5.002, 7.984, -2.018], [-7.330, 7.931, -0.050], [-7.331, 7.555, -1.793], [-6.469, 4.371, 4.932], [-7.273, 3.843, 4.982], [-6.524, 4.959, 5.692], [3.437, -0.482, -5.195], [3.343, -1.118, -5.913], [6.084, -2.856, 3.406]]
}

---

Entry 3:
{
  "formula": "C12H27AgN3O4SV",
  "method": "ωB97M-V with the def2-TZVPD basis set",
  "e_homo_ev": [-16.374, -16.377],
  "charge": 2,
  "homo_lumo_gap_ev": [5.65, 5.81],
  "symbols": ["N", "C", "O", "Ag", "V", "N", "N", "C", "C", "C", "C", "C", "C", "C", "C", "H", "H", "H", "H", "H", "H", "H", "H", "H", "H", "H", "H", "H", "H", "H", "H", "H", "H", "C", "H", "H", "H", "C", "H", "H", "H", "C", "S", "O", "O", "O", "H", "H", "H"],
  "positions_angstrom": [[1.920, 0.401, -0.894], [2.818, 0.648, -1.721], [3.666, 0.866, -2.517], [0.622, 1.306, 2.723], [0.204, 0.622, -0.082], [-0.416, 0.041, 1.717], [-0.887, -0.190, -1.285], [-0.145, -1.396, 2.006], [-0.728, -1.104, -2.432], [-0.335, -1.672, 3.497], [-1.097, -2.268, 1.196], [1.307, -1.662, 1.623], [-0.243, -0.315, -3.646], [-2.054, -1.787, -2.760], [0.319, -2.151, -2.084], [0.271, -0.975, 4.092], [-0.012, -2.696, 3.725], [-1.384, -1.559, 3.797], [-2.105, -2.250, 1.631], [-0.740, -3.307, 1.200], [-1.167, -1.916, 0.155], [1.542, -1.378, 0.583], [1.521, -2.730, 1.765], [1.975, -1.083, 2.278], [-0.978, 0.442, -3.941], [-0.090, -1.001, -4.488], [0.709, 0.185, -3.425], [-2.815, -1.058, -3.066], [-2.432, -2.352, -1.898], [-1.901, -2.490, -3.588], [0.450, -2.811, -2.951], [0.009, -2.771, -1.234], [1.283, -1.687, -1.852], [-1.788, 0.476, 2.027], [-2.312, 0.834, 1.130], [-2.364, -0.336, 2.488], [-1.766, 1.320, 2.742], [-1.903, 0.867, -1.405], [-1.561, 1.777, -0.865], [-2.078, 1.152, -2.453], [-2.877, 0.560, -0.992], [2.187, 5.094, 1.196], [2.240, 3.312, 1.083], [3.467, 2.922, 0.423], [2.142, 2.856, 2.519], [0.989, 2.956, 0.332], [3.088, 5.426, 1.720], [1.288, 5.384, 1.749], [2.164, 5.499, 0.180]]
}

---

Listing E_tot for the structures above in their given order: -874.21429, -6976.22050, -2427.10219 hartree.